10
Properties=species:S:1:pos:R:3 method="wB97M-V/def2-TZVPD" orbital_gap_ha=0.3602 e_tot_ha=-226.3470 lumo_energy_ev=1.01 total_charge=0
C -1.33157 0.44520 1.51624
N -0.76428 0.34103 0.38808
O -1.21369 0.69971 -0.75794
H -2.27558 0.99417 1.54368
H -1.05508 0.11891 2.49523
H -0.02003 -0.33459 0.26843
N 1.58824 -0.51779 -1.03091
H 1.90887 0.23618 -1.56897
H 0.82865 -0.89499 -1.63801
H 2.33448 -1.08783 -1.21583